The following is a DFT calculation (ωB97M-V/def2-TZVPD) of a structure of composition C52H71CaN11O7S2 in a non-equilibrium geometry.

Each line ends with the Löwdin charge.
Element x y z (Å)
Ca (-0.8277, -0.6111, 0.2996)  1.36
C (-3.4080, -6.5201, 0.3971)  -0.10
C (-2.3783, -5.9670, -0.5982)  -0.21
C (-1.5656, -4.8739, 0.0318)  -0.13
C (-0.3547, -4.8864, 0.6569)  -0.11
C (0.6549, -5.9693, 0.9182)  -0.20
C (0.3246, -7.3723, 0.4167)  -0.11
C (-0.1114, -3.5121, 1.1047)  -0.24
C (1.0336, -3.0741, 1.7702)  0.06
C (1.3395, -1.7758, 2.1878)  -0.23
C (2.5562, -1.3927, 2.8933)  -0.14
C (3.7052, -2.3003, 3.2045)  -0.20
C (3.5030, -3.1057, 4.4939)  -0.10
C (2.4444, -0.0607, 3.1601)  -0.16
C (1.1748, 0.3677, 2.5818)  -0.26
C (0.6983, 1.6793, 2.5553)  0.04
C (-0.4656, 2.1532, 1.9346)  -0.27
N (-1.3640, 1.3868, 1.2682)  0.00
C (-2.3802, 2.1855, 0.8668)  -0.25
C (-3.5443, 1.7445, 0.2288)  0.04
C (-3.8676, 0.4382, -0.1358)  -0.25
N (-3.0860, -0.6470, 0.0766)  0.01
C (-3.7310, -1.7207, -0.4358)  -0.23
C (-3.2551, -3.0335, -0.4240)  0.03
C (-2.0524, -3.4944, 0.1129)  -0.24
N (-1.1642, -2.7336, 0.7828)  0.00
C (-5.0124, -1.3049, -0.9992)  -0.13
C (-5.0921, 0.0406, -0.8144)  -0.14
C (-6.2295, 0.9448, -1.1691)  -0.20
C (-7.1825, 1.1282, 0.0198)  -0.10
C (-6.0147, -2.1965, -1.6656)  -0.20
C (-5.6417, -2.5001, -3.1213)  -0.09
C (-2.1030, 3.5584, 1.2596)  -0.15
C (-0.9098, 3.5393, 1.9244)  -0.16
C (-0.1958, 4.6902, 2.5687)  -0.21
C (-0.6495, 4.8895, 4.0210)  -0.09
C (-2.9607, 4.7393, 0.9269)  -0.20
C (-2.8388, 5.1324, -0.5519)  -0.09
N (0.5465, -0.6950, 2.0297)  0.00
C (3.4150, 0.8218, 3.8798)  -0.20
C (3.0871, 0.9374, 5.3740)  -0.09
H (-4.0124, -7.3142, -0.0502)  0.06
H (-4.0724, -5.7223, 0.7320)  0.07
H (-2.9067, -6.9217, 1.2806)  0.06
H (-2.8911, -5.5541, -1.4685)  0.08
H (-1.7483, -6.7773, -0.9591)  0.08
H (0.8172, -6.0160, 2.0007)  0.11
H (1.6050, -5.6600, 0.4711)  0.12
H (-0.6360, -7.7208, 0.7978)  0.06
H (1.0953, -8.0725, 0.7467)  0.06
H (0.2942, -7.3993, -0.6731)  0.07
H (1.7892, -3.8242, 1.9727)  0.09
H (4.6199, -1.7090, 3.3058)  0.10
H (3.8526, -2.9913, 2.3706)  0.11
H (3.3777, -2.4312, 5.3422)  0.06
H (4.3638, -3.7509, 4.6890)  0.06
H (2.6107, -3.7294, 4.4239)  0.07
H (1.3180, 2.4251, 3.0406)  0.09
H (-4.2757, 2.5045, -0.0210)  0.09
H (-3.8749, -3.7597, -0.9336)  0.09
H (-6.7840, 0.5305, -2.0144)  0.10
H (-5.8436, 1.9178, -1.4815)  0.10
H (-7.6145, 0.1678, 0.3062)  0.07
H (-7.9968, 1.8185, -0.2186)  0.06
H (-6.6344, 1.5213, 0.8772)  0.07
H (-6.9985, -1.7182, -1.6392)  0.09
H (-6.0965, -3.1330, -1.1059)  0.10
H (-5.6251, -1.5785, -3.7049)  0.08
H (-6.3663, -3.1852, -3.5704)  0.06
H (-4.6525, -2.9483, -3.1840)  0.00
H (-0.3913, 5.6061, 1.9999)  0.10
H (0.8805, 4.5018, 2.5534)  0.07
H (-1.7244, 5.0734, 4.0541)  0.07
H (-0.1323, 5.7326, 4.4891)  0.06
H (-0.4427, 3.9871, 4.5974)  0.07
H (-2.6791, 5.5939, 1.5493)  0.09
H (-4.0064, 4.5078, 1.1505)  0.10
H (-1.8211, 5.4618, -0.7708)  0.07
H (-3.5266, 5.9451, -0.8010)  0.06
H (-3.0561, 4.2778, -1.1931)  0.07
H (3.3961, 1.8166, 3.4362)  0.08
H (4.4304, 0.4333, 3.7598)  0.10
H (2.0677, 1.3052, 5.5031)  0.07
H (3.7749, 1.6281, 5.8688)  0.06
H (3.1579, -0.0348, 5.8651)  0.06
N (-2.4107, 1.2057, -3.5855)  0.00
C (-1.3702, 1.5482, -4.5546)  -0.24
C (-0.1730, 0.6020, -4.4471)  -0.56
O (-0.0690, -0.2916, -5.3475)  -0.11
N (0.5968, 0.8308, -3.4107)  0.01
C (1.6092, -0.1325, -3.0741)  -0.17
C (1.2138, -1.2070, -1.9970)  -0.63
O (2.0332, -2.1239, -1.8280)  -0.04
O (0.1013, -1.0801, -1.4030)  -0.25
H (-1.9692, 1.1909, -2.6739)  0.04
H (-2.6928, 0.2408, -3.7484)  0.06
H (-1.0570, 2.5803, -4.3738)  0.09
H (-1.7991, 1.4684, -5.5557)  0.09
H (2.4827, 0.3808, -2.6538)  0.09
H (1.9462, -0.6679, -3.9657)  0.08
S (-1.9932, -3.4610, -3.6433)  0.61
C (-0.3815, -3.6498, -4.0789)  -0.86
N (0.2033, -2.9597, -5.0694)  0.02
C (1.5616, -3.2158, -5.5338)  -0.19
C (2.0277, -4.6096, -5.1515)  -0.18
C (1.7442, -4.8023, -3.6751)  -0.20
N (0.3016, -4.6883, -3.5044)  -0.01
H (-0.0959, -1.9690, -5.2250)  0.08
H (2.2526, -2.4747, -5.1260)  0.11
H (1.5614, -3.0978, -6.6218)  0.11
H (3.0922, -4.7250, -5.3633)  0.11
H (1.4740, -5.3549, -5.7309)  0.11
H (2.2625, -4.0432, -3.0835)  0.10
H (2.0555, -5.7944, -3.3371)  0.11
H (-0.0554, -4.9130, -2.5881)  0.09
C (3.3986, 6.6932, 3.9474)  -0.12
C (3.1525, 6.7248, 2.4474)  -0.29
S (3.8667, 5.2164, 1.7383)  0.64
O (5.2952, 5.3957, 1.6989)  -0.30
O (3.3270, 4.0965, 2.4593)  -0.30
C (3.2121, 5.2328, 0.0554)  -0.20
C (3.9887, 4.2898, -0.8663)  -0.14
N (3.8208, 2.8970, -0.4917)  0.05
C (2.6228, 2.2489, -0.4552)  -0.29
N (2.7356, 1.0561, 0.1233)  0.19
C (4.0132, 0.9271, 0.4989)  -0.01
C (4.7365, 2.0482, 0.1386)  -0.15
N (6.1122, 2.2422, 0.2448)  -0.35
O (6.6679, 3.1080, -0.4347)  0.03
O (6.7308, 1.5010, 0.9983)  0.05
C (1.3766, 2.8128, -0.9939)  0.02
H (3.0174, 7.5967, 4.4218)  0.07
H (4.4678, 6.6122, 4.1456)  0.08
H (2.9078, 5.8239, 4.3836)  0.07
H (3.6691, 7.5501, 1.9586)  0.10
H (2.0896, 6.7260, 2.2025)  0.09
H (3.2899, 6.2656, -0.2857)  0.11
H (2.1686, 4.9328, 0.1568)  0.09
H (5.0463, 4.5255, -0.8286)  0.10
H (3.6355, 4.4274, -1.8895)  0.14
H (4.3758, 0.0319, 0.9756)  0.13
H (1.5177, 3.8021, -1.4291)  0.07
H (0.6213, 2.8481, -0.2058)  0.08
H (0.9453, 2.1466, -1.7889)  0.08

Forces on the atoms, in the same order (eV/Å):
-0.804 1.155 0.334
0.052 -0.029 -0.101
-0.089 0.026 0.241
0.068 -0.045 -0.081
0.075 0.028 -0.079
-0.154 -0.085 -0.071
0.072 0.102 0.016
-0.123 -0.199 0.133
-0.055 -0.021 -0.112
0.097 0.034 0.247
0.041 0.102 -0.068
-0.124 -0.038 0.165
0.054 0.025 -0.080
-0.029 -0.020 -0.070
0.035 -0.056 0.313
-0.036 -0.020 -0.055
-0.109 0.069 0.145
-0.097 0.539 0.380
0.078 0.201 0.177
0.066 -0.078 -0.117
-0.071 0.043 0.008
-0.701 -0.052 -0.124
-0.194 0.024 0.079
0.085 0.104 0.036
-0.014 -0.118 0.199
-0.265 -1.015 0.324
-0.013 0.079 0.065
-0.050 -0.131 -0.088
-0.051 -0.030 0.188
0.031 0.073 -0.116
0.145 0.048 -0.089
-0.145 -0.013 0.108
0.037 0.003 0.059
0.004 -0.024 -0.044
-0.194 -0.142 0.110
0.114 0.049 -0.130
0.081 -0.031 -0.170
-0.046 0.024 0.121
0.600 -0.060 0.910
-0.158 -0.110 0.089
0.071 0.065 -0.103
-0.011 0.015 0.005
-0.022 -0.011 0.016
-0.022 -0.019 0.012
0.061 -0.045 -0.076
-0.011 0.034 -0.052
0.091 0.007 -0.017
0.032 0.020 0.088
-0.004 -0.024 -0.013
-0.007 -0.021 -0.018
-0.029 -0.051 -0.004
0.022 0.002 -0.057
0.015 -0.014 -0.085
0.072 0.039 -0.015
-0.022 -0.030 0.032
-0.018 -0.018 0.030
-0.017 0.011 0.015
0.052 0.003 -0.021
0.004 0.026 -0.013
0.022 -0.044 -0.013
0.048 0.045 -0.049
-0.020 -0.018 -0.080
0.000 0.004 0.043
-0.001 -0.010 0.007
-0.033 -0.016 0.041
-0.017 -0.053 0.067
-0.052 0.006 -0.003
0.044 -0.009 -0.025
0.025 0.009 -0.039
0.054 -0.004 -0.049
0.063 0.019 -0.015
0.009 0.071 -0.051
-0.006 0.006 0.050
-0.018 -0.009 0.044
-0.020 0.011 0.037
-0.056 -0.023 0.053
-0.002 0.042 0.039
0.009 -0.021 -0.033
0.018 -0.006 -0.036
0.011 0.032 -0.038
0.100 0.062 -0.058
0.014 0.048 -0.021
0.001 0.001 0.045
-0.024 -0.005 0.041
-0.019 0.000 0.007
-0.389 0.012 0.043
0.111 -0.126 -0.062
0.504 0.277 0.144
0.009 -0.246 -0.078
-0.496 0.287 0.213
-0.391 -0.204 0.060
0.490 0.112 -1.045
-0.109 -0.014 0.108
1.432 -0.384 -2.105
0.060 -0.038 0.175
0.042 0.031 0.025
0.016 -0.017 -0.009
0.079 0.048 -0.026
0.045 -0.043 0.006
0.137 -0.220 0.061
-0.243 0.421 0.074
-0.119 -0.484 -0.426
0.257 0.058 0.345
0.017 -0.013 -0.071
-0.050 0.052 -0.011
-0.038 -0.018 0.007
0.412 0.120 0.054
-0.200 -0.190 0.099
-0.036 0.078 0.075
0.029 0.033 0.030
0.008 0.041 -0.023
0.043 -0.048 0.032
0.058 0.054 0.067
-0.054 0.010 0.004
-0.175 -0.008 -0.043
0.047 -0.095 -0.020
0.206 -0.484 -0.122
-0.255 0.602 -0.068
0.147 0.052 -0.160
-0.131 -0.198 -0.005
0.209 -0.243 0.480
-0.046 0.117 0.103
0.193 -0.080 0.049
0.515 -0.359 0.186
-0.360 0.317 -0.287
0.361 0.177 -0.086
-0.954 -0.192 0.045
0.778 0.035 -0.046
-0.287 0.068 0.004
-0.145 -0.044 0.027
-0.651 -0.361 -0.492
-0.013 0.006 -0.021
-0.012 0.047 0.058
-0.025 0.047 0.046
-0.086 0.046 -0.039
-0.004 0.026 -0.024
-0.007 -0.007 -0.066
-0.004 0.153 -0.023
0.071 -0.027 -0.055
0.018 0.007 0.034
0.080 0.014 -0.008
-0.086 -0.094 -0.028
0.030 0.143 0.054
0.346 0.204 0.193

Summary:
electronic energy: -4627.2648 hartree
strongest force on any atom: 0.050 hartree/bohr
frontier orbital gap: 4.9 eV
total charge: -2
ΔE to the lowest compared entry with this formula, charge and spin: 112.4 kJ/mol